No. 1
Molecular formula: CH4INOS
Method: DFT, wB97M-V/def2-TZVPD

Each line ends with the Löwdin charge.
Positions of all 9 atoms, in Å:
C (-1.19, -0.23, 0.49)  0.039
N (-0.02, -0.73, 0.27)  -0.252
O (1.07, -0.39, 0.75)  -0.134
H (-1.29, 0.60, 1.17)  0.083
H (-2.04, -0.64, -0.01)  0.068
H (0.01, -1.53, -0.39)  0.170
S (3.67, 1.48, 0.18)  -0.018
I (5.18, -0.32, -0.03)  0.291
H (3.42, 1.58, -1.13)  -0.248

Output
energy above the lowest of the compared OMol25 structures with the same formula, charge and spin: 33.29 kcal/mol
SMILES: C=[NH+][O-].SI
highest occupied orbital energy: -0.31174 Ha
E: -23572.67096 eV
2S+1: 1
frontier orbital gap: 8.21 eV



No. 2
Molecular formula: C4H10N6
Method: DFT, wB97M-V/def2-TZVPD

Each line ends with the Löwdin charge.
Positions of all 20 atoms, in Å:
C (1.84, 0.62, 1.41)  -0.025
C (2.56, 1.28, 0.26)  0.023
C (1.17, 1.61, 0.62)  -0.284
C (-0.83, -3.82, -0.40)  0.032
N (-2.10, -0.68, -0.08)  0.101
N (-2.23, -1.99, -0.25)  0.212
N (-0.16, -1.50, -0.07)  0.162
N (-0.80, -0.40, 0.13)  0.105
N (-1.06, -2.44, -0.25)  -0.189
N (0.25, 2.43, 0.41)  0.243
H (1.52, -0.36, 1.43)  0.080
H (1.96, 1.10, 2.39)  0.158
H (3.27, 2.15, 0.39)  0.173
H (2.85, 0.63, -0.48)  0.102
H (-1.71, -4.30, -0.90)  0.140
H (0.09, -3.97, -1.05)  0.146
H (-0.57, -4.27, 0.62)  0.154
H (0.25, 3.31, -0.20)  0.214
H (-2.93, -0.12, 0.28)  0.245
H (-0.61, 2.28, 1.09)  0.208

Output
total charge: +2
highest occupied orbital energy: -0.70434 Ha
E: -13228.51433 eV
2S+1: 1
frontier orbital gap: 10.42 eV



No. 3
Molecular formula: C6H5LuNO5
Method: DFT, wB97M-V/def2-TZVPD

Each line ends with the Löwdin charge.
Positions of all 18 atoms, in Å:
Lu (0.43, -0.18, -1.43)  1.503
O (3.76, 0.01, -2.65)  0.252
C (2.67, -0.07, -2.27)  0.049
C (-0.98, -2.03, -1.31)  0.024
O (-1.72, -2.90, -1.14)  0.266
C (-1.14, 1.53, -1.82)  0.037
O (-1.92, 2.37, -1.84)  0.254
C (-0.16, -0.83, -3.70)  -0.012
O (-0.39, -1.24, -4.75)  0.257
C (0.89, 0.07, 2.84)  0.060
C (-0.11, 0.39, 1.79)  -0.425
N (-1.34, 0.81, 2.08)  0.291
O (0.20, 0.26, 0.55)  -0.251
H (0.49, 0.33, 3.82)  0.120
H (1.83, 0.61, 2.66)  0.130
H (1.13, -1.00, 2.81)  0.130
H (-1.99, 1.01, 1.32)  0.148
H (-1.64, 0.87, 3.04)  0.169

Output
total charge: +3
highest occupied orbital energy: -0.84975 Ha
E: -51620.19322 eV
2S+1: 1
frontier orbital gap: 8.78 eV



No. 4
Molecular formula: C29H37N4Si2Ti
Method: DFT, wB97M-V/def2-TZVPD

Each line ends with the Löwdin charge.
Positions of all 73 atoms, in Å:
Ti (0.60, 0.36, 0.40)  0.945
C (-0.79, -1.36, 3.34)  -0.026
C (0.70, -1.39, 3.27)  -0.274
C (1.38, -2.09, 4.25)  -0.012
C (2.76, -2.16, 4.23)  -0.024
C (3.42, -1.56, 3.18)  0.002
C (2.69, -0.90, 2.19)  -0.197
N (1.33, -0.75, 2.26)  0.095
C (3.34, -0.35, 1.02)  -0.223
C (4.64, -0.64, 0.64)  0.001
C (5.16, -0.08, -0.53)  -0.037
C (4.39, 0.82, -1.25)  0.012
C (3.10, 1.10, -0.82)  -0.204
N (2.56, 0.48, 0.26)  -0.013
C (2.23, 2.12, -1.37)  -0.194
C (2.67, 3.04, -2.31)  0.003
C (1.85, 4.09, -2.67)  -0.023
C (0.62, 4.19, -2.04)  -0.019
C (0.22, 3.24, -1.12)  -0.311
C (-1.08, 3.40, -0.42)  -0.031
N (0.99, 2.17, -0.80)  0.078
H (-1.12, -0.76, 4.19)  0.103
H (-1.22, -0.96, 2.43)  0.007
H (-1.17, -2.37, 3.50)  0.102
H (0.81, -2.59, 5.02)  0.125
H (3.31, -2.67, 5.01)  0.121
H (4.50, -1.58, 3.13)  0.113
H (5.24, -1.32, 1.22)  0.113
H (6.16, -0.32, -0.85)  0.114
H (4.79, 1.29, -2.13)  0.115
H (3.66, 2.96, -2.73)  0.113
H (2.17, 4.83, -3.39)  0.121
H (-0.05, 5.01, -2.26)  0.123
H (-0.93, 3.77, 0.59)  0.097
H (-1.59, 2.44, -0.38)  0.013
H (-1.72, 4.11, -0.95)  0.101
C (-3.81, -0.90, 1.66)  -0.167
Si (-2.74, 0.36, 0.73)  0.506
C (-1.75, 1.40, 2.04)  -0.164
C (-4.03, 1.47, -0.08)  -0.165
C (-1.34, -0.20, -0.40)  -0.419
C (-0.77, -1.54, -0.16)  -0.432
C (-1.41, -2.77, 0.08)  -0.018
C (-0.66, -3.92, 0.12)  -0.023
C (0.72, -3.86, -0.05)  -0.034
C (1.31, -2.63, -0.22)  -0.091
N (0.59, -1.51, -0.25)  -0.045
Si (-1.59, -0.20, -2.29)  0.507
C (-3.07, -1.30, -2.68)  -0.157
C (-1.93, 1.48, -3.09)  -0.152
C (-0.04, -0.87, -3.16)  -0.153
H (-4.37, -0.38, 2.44)  0.046
H (-3.27, -1.72, 2.14)  0.012
H (-4.54, -1.34, 0.98)  0.039
H (-1.92, 1.07, 3.07)  0.031
H (-2.04, 2.45, 2.01)  0.033
H (-0.66, 1.35, 1.86)  -0.004
H (-4.59, 2.00, 0.70)  0.046
H (-4.75, 0.87, -0.64)  0.037
H (-3.63, 2.22, -0.76)  0.004
H (-2.49, -2.79, 0.17)  0.113
H (-1.15, -4.88, 0.25)  0.119
H (1.33, -4.76, -0.06)  0.113
H (2.38, -2.53, -0.34)  0.125
H (-3.95, -0.96, -2.13)  0.024
H (-2.90, -2.34, -2.42)  0.028
H (-3.32, -1.26, -3.75)  0.038
H (-2.81, 1.97, -2.68)  0.023
H (-2.12, 1.31, -4.15)  0.044
H (-1.08, 2.17, -3.01)  0.016
H (0.08, -1.95, -3.02)  0.035
H (0.87, -0.38, -2.80)  0.019
H (-0.12, -0.69, -4.23)  0.040

Output
total charge: +1
highest occupied orbital energy (spin up / spin down): -0.31596 / -0.40044 Ha
E: -75503.18415 eV
2S+1: 3
<S²>: 2.035
frontier orbital gap (spin up / spin down): 5.46 / 7.49 eV



No. 5
Molecular formula: C26H31N3O4
Method: DFT, wB97M-V/def2-TZVPD

Each line ends with the Löwdin charge.
Positions of all 64 atoms, in Å:
C (-1.05, -3.34, -1.83)  -0.038
C (0.15, -2.46, -1.71)  -0.278
C (0.47, -1.57, -2.73)  -0.086
C (1.59, -0.76, -2.61)  -0.090
C (2.39, -0.81, -1.48)  -0.030
C (2.08, -1.70, -0.45)  -0.219
N (2.90, -1.85, 0.66)  -0.097
C (4.20, -1.22, 0.73)  -0.137
C (4.09, 0.21, 1.29)  -0.105
N (2.95, 0.29, 2.19)  -0.039
C (1.93, 1.13, 1.88)  -0.396
O (1.96, 1.85, 0.89)  0.060
C (0.81, 1.20, 2.86)  -0.086
C (1.08, 1.39, 4.21)  -0.047
C (0.06, 1.52, 5.13)  -0.083
C (-1.26, 1.44, 4.69)  -0.068
C (-1.55, 1.28, 3.35)  0.006
C (-0.52, 1.18, 2.42)  -0.141
N (-0.76, 1.05, 1.05)  0.173
C (-1.94, 0.97, 0.39)  -0.385
O (-3.03, 0.90, 0.93)  0.097
C (-1.79, 0.93, -1.12)  -0.179
C (-1.04, 2.13, -1.70)  -0.128
C (-0.95, 2.01, -3.22)  -0.185
C (-2.33, 1.89, -3.84)  -0.188
C (-3.09, 0.70, -3.26)  -0.133
C (-3.19, 0.86, -1.74)  -0.196
C (-3.96, -0.29, -1.14)  -0.519
O (-3.51, -1.39, -0.90)  0.106
O (-5.25, 0.00, -0.96)  0.128
C (2.76, -0.93, 2.94)  -0.116
C (2.33, -2.06, 1.98)  -0.121
C (0.96, -2.51, -0.59)  0.014
H (-1.23, -3.62, -2.86)  0.081
H (-1.93, -2.82, -1.46)  0.055
H (-0.93, -4.25, -1.24)  0.079
H (-0.14, -1.53, -3.62)  0.107
H (1.84, -0.07, -3.40)  0.105
H (3.24, -0.15, -1.43)  0.098
H (4.82, -1.84, 1.39)  0.122
H (4.66, -1.22, -0.26)  0.121
H (3.92, 0.94, 0.50)  0.110
H (5.00, 0.48, 1.84)  0.127
H (2.11, 1.47, 4.53)  0.122
H (0.28, 1.67, 6.17)  0.101
H (-2.07, 1.53, 5.40)  0.106
H (-2.57, 1.24, 3.01)  0.101
H (0.08, 1.15, 0.48)  0.112
H (-1.25, 0.01, -1.37)  0.145
H (-1.57, 3.05, -1.43)  0.132
H (-0.03, 2.20, -1.28)  0.110
H (-0.44, 2.88, -3.62)  0.114
H (-0.36, 1.12, -3.46)  0.091
H (-2.24, 1.76, -4.93)  0.111
H (-2.90, 2.80, -3.66)  0.117
H (-4.09, 0.64, -3.69)  0.124
H (-2.56, -0.23, -3.48)  0.122
H (-3.74, 1.77, -1.50)  0.162
H (-5.71, -0.74, -0.55)  0.135
H (2.00, -0.80, 3.71)  0.113
H (3.71, -1.17, 3.43)  0.127
H (2.65, -3.03, 2.38)  0.125
H (1.24, -2.06, 1.89)  0.116
H (0.72, -3.23, 0.18)  0.114

Output
energy above the lowest of the compared OMol25 structures with the same formula, charge and spin: 0.76 kcal/mol
SMILES: Cc1cccc(N2CCN(C(=O)c3ccccc3NC(=O)[C@@H]3CCCC[C@H]3C(=O)O)CC2)c1
highest occupied orbital energy: -0.28516 Ha
E: -40128.08644 eV
2S+1: 1
frontier orbital gap: 8.45 eV



No. 6
Molecular formula: ClH2NS
Method: DFT, wB97M-V/def2-TZVPD

Each line ends with the Löwdin charge.
Positions of all 5 atoms, in Å:
N (0.47, 0.63, -0.15)  -0.814
S (-1.17, -0.51, 0.25)  0.647
Cl (1.85, -0.20, 0.19)  0.465
H (0.07, 1.16, 0.61)  -0.078
H (-1.22, -1.09, -0.90)  -0.220

Output
highest occupied orbital energy (spin up / spin down): -0.26035 / -0.34218 Ha
E: -24874.80718 eV
2S+1: 3
<S²>: 2.009
frontier orbital gap (spin up / spin down): 8.01 / 6.22 eV